1.
{"formula": "C4H11O4", "method": "the ωB97M-V functional and the def2-TZVPD basis", "lumo_ev": [0.54, -3.26], "e_above_lowest_kcal_mol": 9.6, "gap_ev": [10.71, 6.92], "s_squared": 0.756, "spin_multiplicity": 2, "symbols": ["O", "C", "C", "C", "C", "O", "H", "H", "H", "H", "H", "H", "H", "H", "H", "O", "H", "H", "O"], "positions_angstrom": [[-2.1848, -0.6794, -3.3701], [-1.9482, -0.2983, -2.2414], [-0.6929, -0.5138, -1.5067], [-0.1120, 0.7613, -0.9767], [1.0480, 0.4521, 0.1569], [0.3992, 0.3526, 1.2992], [-2.7399, 0.4006, -1.9109], [-0.1332, -1.3238, -2.0006], [-1.0142, -1.0278, -0.5335], [0.4761, 1.3145, -1.7109], [-0.8561, 1.1884, -0.2453], [1.5409, -0.4892, -0.1226], [1.8649, 1.1865, 0.0210], [0.2740, -2.7699, 2.2450], [-0.0327, -1.5093, 1.4315], [-0.2349, -2.4548, 1.4908], [2.1504, 1.5891, 2.7896], [0.8006, 1.6175, 2.3193], [1.3950, 2.2037, 2.8655]]}



2.
{"formula": "C4H5NO", "method": "the ωB97M-V functional and the def2-TZVPD basis", "smiles": "C#CCC(N)=O", "lumo_ev": 0.85, "e_above_lowest_kcal_mol": 27.7, "gap_ev": 10.68, "symbols": ["N", "C", "O", "C", "C", "C", "H", "H", "H", "H", "H"], "positions_angstrom": [[-0.1667, -1.4608, 0.5523], [0.8251, -0.9189, -0.1984], [1.8593, -1.5009, -0.4651], [0.5537, 0.4923, -0.7448], [-0.4134, 1.2763, 0.0198], [-1.3107, 1.8457, 0.5855], [-0.0380, -2.3958, 0.9064], [-1.0065, -0.9514, 0.7761], [1.5266, 0.9807, -0.8469], [0.1422, 0.4085, -1.7570], [-2.0694, 2.3713, 1.1194]]}



3.
{"formula": "C29H63Ca2N2O7", "method": "the ωB97M-V functional and the def2-TZVPD basis", "lumo_ev": -11.72, "e_above_lowest_kcal_mol": 140.9, "gap_ev": 1.67, "charge": 3, "symbols": ["Ca", "Ca", "O", "C", "O", "O", "H", "C", "C", "C", "O", "C", "H", "H", "H", "H", "H", "H", "H", "H", "C", "C", "C", "O", "C", "H", "H", "H", "H", "H", "H", "H", "H", "C", "C", "C", "O", "C", "H", "H", "H", "H", "H", "H", "H", "H", "C", "C", "C", "O", "C", "H", "H", "H", "H", "H", "H", "H", "H", "C", "C", "N", "C", "C", "C", "C", "H", "H", "H", "H", "H", "H", "H", "H", "H", "H", "H", "H", "H", "H", "H", "C", "C", "N", "C", "C", "C", "C", "H", "H", "H", "H", "H", "H", "H", "H", "H", "H", "H", "H", "H", "H", "H"], "positions_angstrom": [[-1.6511, -1.2989, -2.3730], [-4.2341, -0.0948, -0.1917], [0.1162, 0.9446, 0.7608], [-0.5685, 0.3365, -0.1916], [-1.8434, 0.2777, -0.0955], [-0.0235, -0.1447, -1.2100], [1.0120, 0.9526, 0.3417], [1.4812, 2.8858, 3.6036], [1.3511, 4.2624, 2.9773], [2.8380, 4.8009, 2.9106], [3.6245, 3.8394, 3.6348], [2.7632, 3.0203, 4.4095], [1.5426, 2.1056, 2.8408], [0.6656, 2.6089, 4.2758], [0.7673, 4.9529, 3.5859], [0.9321, 4.1893, 1.9758], [3.0036, 5.7539, 3.4039], [3.0492, 4.7541, 1.8440], [2.5426, 3.6153, 5.3040], [3.2163, 2.0746, 4.6971], [0.6106, -5.0181, -0.6117], [-0.8258, -5.4412, -0.9291], [-1.3923, -4.2342, -1.6710], [-0.6327, -3.0467, -1.3027], [0.3710, -3.5231, -0.3428], [1.3268, -5.1148, -1.4263], [1.0475, -5.4503, 0.2857], [-1.3297, -5.5412, 0.0322], [-0.9175, -6.3158, -1.5684], [-2.4611, -4.2202, -1.4172], [-1.3032, -4.4925, -2.7312], [0.0519, -3.3299, 0.6794], [1.3144, -3.0071, -0.5198], [-1.0656, 1.4328, -6.1017], [-0.3433, 2.3464, -5.0930], [-0.0583, 1.3776, -3.9493], [-1.0966, 0.3638, -3.9960], [-1.9209, 0.5936, -5.1654], [-0.3391, 0.8521, -6.6735], [-1.6813, 1.9501, -6.8350], [-1.0869, 3.1284, -4.9258], [0.5527, 2.8007, -5.5066], [-0.0999, 1.7852, -2.9408], [0.9114, 0.9100, -4.1234], [-2.7489, 1.1953, -4.7713], [-2.3584, -0.2842, -5.6463], [-0.9142, 4.3947, -0.7294], [-1.6229, 4.3957, 0.6345], [-2.9092, 3.6913, 0.2071], [-3.2239, 4.2028, -1.0659], [-2.0287, 4.5587, -1.7747], [-0.4284, 3.4150, -0.7907], [-0.1308, 5.1416, -0.8535], [-1.7536, 5.3894, 1.0556], [-0.9477, 3.8059, 1.2518], [-3.7101, 3.9284, 0.9089], [-2.7369, 2.6079, 0.1262], [-2.1738, 5.5872, -2.1036], [-1.7901, 3.9711, -2.6665], [3.5304, 0.3003, -0.0898], [4.2697, -0.5492, -1.1400], [5.3640, -1.3106, -0.5803], [4.9822, -2.3342, 0.3997], [4.4124, -3.6232, -0.2732], [6.2980, -1.7636, -1.6133], [7.6995, -1.9260, -1.0180], [2.9839, 1.0998, -0.5992], [4.1816, 0.7090, 0.6766], [2.7919, -0.4083, 0.3068], [3.6017, -1.2033, -1.7287], [4.6891, 0.1604, -1.8560], [4.3567, -1.9318, 1.1913], [5.9274, -2.6986, 0.8016], [3.5270, -3.4779, -0.8929], [4.1415, -4.2844, 0.5576], [5.2213, -4.1545, -0.7676], [5.9491, -2.5694, -2.2725], [6.3736, -0.9425, -2.3320], [7.8787, -1.0356, -0.4161], [7.8397, -2.8798, -0.5190], [8.4203, -1.7378, -1.8176], [-2.4181, -2.6253, 1.9330], [-3.2128, -1.6088, 2.7662], [-4.3546, -1.0188, 2.0348], [-4.9922, 0.1564, 2.7098], [-4.0120, 1.3267, 2.7503], [-5.4184, -2.0074, 1.6875], [-6.0304, -2.7427, 2.8999], [-2.9461, -3.5802, 1.9818], [-1.4551, -2.7227, 2.4307], [-2.2512, -2.3676, 0.8828], [-3.5591, -2.0665, 3.6912], [-2.4672, -0.8463, 2.9846], [-5.7800, 0.5062, 2.0278], [-5.3770, -0.1195, 3.6888], [-3.2321, 1.2069, 3.5015], [-3.6018, 1.5491, 1.7616], [-4.5299, 2.2125, 3.1239], [-4.9319, -2.7471, 1.0381], [-6.2577, -1.5764, 1.1223], [-5.2731, -3.4345, 3.2834], [-6.7167, -3.5207, 2.5633], [-6.3619, -2.0546, 3.6669]]}



4.
{"formula": "C27H46Cl34O4S", "method": "the ωB97M-V functional and the def2-TZVPD basis", "lumo_ev": 0.34, "gap_ev": 9.47, "symbols": ["C", "C", "C", "C", "C", "C", "C", "C", "C", "O", "S", "O", "O", "O", "C", "H", "H", "H", "H", "H", "H", "H", "H", "H", "H", "H", "H", "C", "Cl", "Cl", "H", "H", "C", "Cl", "Cl", "H", "H", "C", "Cl", "Cl", "H", "H", "C", "Cl", "Cl", "H", "H", "C", "Cl", "Cl", "H", "H", "C", "Cl", "Cl", "H", "H", "C", "Cl", "Cl", "H", "H", "C", "Cl", "Cl", "H", "H", "C", "Cl", "Cl", "H", "H", "C", "Cl", "Cl", "H", "H", "C", "Cl", "Cl", "H", "H", "C", "Cl", "Cl", "H", "H", "C", "Cl", "Cl", "H", "H", "C", "Cl", "Cl", "H", "H", "C", "Cl", "Cl", "H", "H", "C", "Cl", "Cl", "H", "H", "C", "Cl", "Cl", "H", "H"], "positions_angstrom": [[2.9692, 1.9924, 0.3547], [2.0686, 0.9138, -0.2898], [2.4496, 0.3183, -1.4279], [1.6537, -0.5754, -1.9845], [0.4742, -0.9274, -1.4430], [0.1075, -0.3435, -0.3162], [-1.2696, -0.6997, 0.3246], [-2.2249, 0.4815, -0.0102], [-2.8133, 0.3670, -1.4329], [-4.1640, 0.9071, -1.2685], [-4.1874, 1.8124, 0.0489], [-3.5737, 3.0086, -0.2267], [-5.4555, 1.8118, 0.5930], [-3.2880, 0.8037, 0.9300], [0.8930, 0.6033, 0.3077], [2.8599, 2.8749, -0.2759], [2.6216, 2.2719, 1.3389], [4.0152, 1.6910, 0.3573], [3.3980, 0.5777, -1.8691], [1.9742, -1.0148, -2.9162], [-0.1653, -1.6599, -1.9063], [-1.6531, -1.6071, -0.1221], [-1.1868, -0.7583, 1.3999], [-1.6239, 1.3933, -0.0545], [-2.8200, -0.6171, -1.8835], [-2.3401, 1.1302, -2.0430], [0.5663, 1.0743, 1.2151], [-0.0303, -3.8527, 2.3765], [-1.7358, -4.2317, 2.6672], [0.1782, -2.8167, 0.9601], [0.3608, -3.3328, 3.2436], [0.5127, -4.7789, 2.2236], [1.4146, 5.4477, 1.5245], [0.6063, 3.8800, 1.3380], [2.8688, 5.5680, 0.5199], [0.7250, 6.2258, 1.2311], [1.6961, 5.5719, 2.5610], [-1.3647, 0.9096, -5.2908], [-0.4000, 0.2523, -3.9561], [-3.0869, 0.9590, -4.8834], [-1.0280, 1.9157, -5.5034], [-1.2303, 0.2828, -6.1638], [2.9208, 9.3498, 1.5990], [1.7784, 8.2602, 2.3862], [3.9967, 10.1088, 2.7761], [3.5159, 8.7804, 0.8932], [2.3684, 10.1234, 1.0786], [-2.3357, 1.6895, -9.1649], [-2.6840, -0.0101, -8.8233], [-0.8963, 2.2438, -8.3018], [-2.1697, 1.8059, -10.2295], [-3.1826, 2.2897, -8.8532], [3.5421, -5.6706, -4.8096], [2.7804, -4.7865, -6.1378], [4.0771, -4.5897, -3.5148], [2.8245, -6.3727, -4.4009], [4.4037, -6.2024, -5.1958], [2.2678, -8.0890, -1.3231], [2.3069, -9.1741, -2.7212], [1.8711, -6.4438, -1.8307], [1.5163, -8.4366, -0.6245], [3.2435, -8.0888, -0.8487], [2.7394, 4.2858, -9.5088], [1.9003, 4.5841, -7.9822], [2.0335, 2.9205, -10.3785], [2.6645, 5.1720, -10.1279], [3.7796, 4.0667, -9.2989], [-0.1457, -11.3630, -0.9917], [-0.9219, -10.3850, -2.2342], [0.3912, -10.3940, 0.3889], [-0.8519, -12.1031, -0.6344], [0.7167, -11.8518, -1.4303], [7.4146, 8.8958, 3.8240], [6.6064, 7.3362, 3.6504], [8.8655, 8.9945, 2.8179], [6.7280, 9.6785, 3.5240], [7.6993, 9.0280, 4.8613], [4.0016, -9.9196, 2.3921], [4.0529, -10.8735, 0.9046], [3.5874, -8.2237, 2.1040], [3.2557, -10.3491, 3.0494], [4.9768, -9.9596, 2.8626], [-6.9934, -1.0060, 1.9390], [-5.9916, -1.6934, 3.2225], [-8.7123, -1.0468, 2.3654], [-6.6968, 0.0241, 1.7763], [-6.8454, -1.5819, 1.0331], [-2.3438, 1.7830, 4.3497], [-1.2237, 1.4734, 3.0175], [-3.6736, 0.6255, 4.3408], [-1.8064, 1.7013, 5.2872], [-2.7481, 2.7829, 4.2400], [-1.0746, 6.9747, 4.6820], [-0.9980, 7.9327, 6.1658], [0.2410, 5.7964, 4.6055], [-2.0202, 6.4462, 4.6549], [-0.9971, 7.6419, 3.8309], [0.5497, -8.9929, 4.1371], [-0.0829, -7.3448, 4.1214], [2.0109, -9.0940, 5.1283], [-0.2061, -9.6519, 4.5478], [0.7931, -9.2928, 3.1235], [-11.2649, -0.8424, -0.1233], [-10.0859, -1.1451, -1.4040], [-12.6090, -1.9904, -0.1931], [-10.7677, -0.9428, 0.8339], [-11.6564, 0.1616, -0.2383], [2.9610, 7.4909, 7.0445], [2.8759, 5.7411, 6.8225], [3.0130, 8.3509, 5.4983], [2.0836, 7.8102, 7.5953], [3.8583, 7.7318, 7.6021]]}



| no. | DFT total energy (eV) |
| --- | --- |
| 1 | -12512.647 |
| 2 | -7765.325 |
| 3 | -85260.323 |
| 4 | -473531.234 |